Density functional theory data (ωB97M-V with the def2-TZVPD basis set) for the molecule H2OS2 at a distorted geometry.

Structure (XYZ):
```
5
Properties=species:S:1:pos:R:3
H -0.56 0.16 1.03
H -0.77 -1.10 -0.44
O 1.20 1.12 -0.21
S -1.06 0.19 -0.21
S 1.19 -0.37 -0.17
```

Calculated values
Total energy = -872.6522 Eh
HOMO level = -8.022 eV
ΔE to the lowest compared entry with this formula, charge and spin = 3.569 eV
Gap between HOMO and LUMO = 6.8 eV

And the natural (NBO) charges, in e, turn out to be: 0.181 0.153 -0.894 -0.041 0.602